Molecular formula: C10H23F3InNO3P
Method: DFT, ωB97M-V/def2-TZVPD

Structure (ORCA input):
```
! RIJCOSX wB97M-V def2-TZVPD def2/J DEFGRID3
* xyz -1 1
C -4.88234 2.79486 4.47945
C -5.61290 2.43383 3.20287
C -4.74642 2.44923 1.97099
O -3.85912 1.35865 1.97093
C -3.43790 0.99401 0.63811
In -1.31318 0.28517 0.55930
C -1.15111 -1.85291 -0.16679
C 0.21372 -2.47619 0.16396
C 1.21688 -2.37065 -0.93998
F 2.17901 -3.31496 -0.81574
F 0.72698 -2.51807 -2.14695
F 1.87131 -1.21116 -0.90448
P -0.14691 1.75946 -1.21389
O -0.04599 3.18723 -0.73306
H -4.39471 1.95197 4.93689
H -4.19947 3.61543 4.33866
H -5.61489 3.14000 5.20140
H -6.36237 3.20067 3.03795
H -6.14856 1.49667 3.27206
H -5.40447 2.43273 1.11149
H -4.15086 3.36036 1.97638
H -3.50399 1.84017 -0.03285
H -4.11737 0.22453 0.27881
H -0.46890 0.37416 2.11669
H -1.89840 -2.46781 0.31384
H -1.36589 -1.93393 -1.22147
H 0.63765 -1.94245 1.00218
H 0.15129 -3.52260 0.42457
H 1.12392 1.23044 -1.57823
H -0.94263 1.79649 -2.40093
C 5.17077 -2.69045 -1.72422
C 6.35658 -2.02951 -2.37947
O 7.44719 -2.57531 -2.47169
N 6.16580 -0.77789 -2.87441
C 4.95001 0.02020 -2.85259
H 5.46098 -3.67640 -1.37532
H 4.83036 -2.10415 -0.87080
H 4.35394 -2.79968 -2.43716
H 6.98928 -0.38421 -3.30100
H 4.65197 0.26243 -3.87407
H 5.13154 0.95149 -2.31433
H 4.13922 -0.51188 -2.36706
*
```

Results
Orbital gap, Ha: 0.267
HOMO level, eV: -4.517
LUMO, eV: 2.7

***

Molecular formula: C10H23FO8S3
Method: DFT, ωB97M-V/def2-TZVPD

Structure (ORCA input):
```
! RIJCOSX wB97M-V def2-TZVPD def2/J DEFGRID3
* xyz 0 1
O 1.41574 1.28893 3.11835
C 0.54265 1.62574 2.38801
O 0.19901 2.92694 2.16803
C 0.85276 3.59987 1.08139
C 1.28224 2.68548 -0.05608
F 1.85623 3.50871 -1.01149
O -0.21998 0.74309 1.71035
C -1.64980 0.92345 1.69609
C -2.15709 1.88007 0.62899
C -3.68824 1.88208 0.57779
S -4.36955 3.51750 0.66416
O -3.64125 4.38603 -0.19822
O -5.79171 3.42432 0.57511
O -3.97366 3.97743 2.14655
H 1.71707 4.14341 1.46785
H 0.14320 4.32770 0.68630
H 0.43787 2.17454 -0.51396
H 2.04532 1.96850 0.25486
H -2.02864 -0.08035 1.50113
H -1.97850 1.21668 2.69896
H -1.79888 2.88481 0.85289
H -1.72633 1.60276 -0.33116
H -4.13147 1.30137 1.39070
H -4.06133 1.50253 -0.37420
H -4.20973 3.29131 2.78466
C 1.24200 -1.18676 -1.90482
S -0.05936 -0.31370 -2.77367
O -1.04556 0.11216 -1.73548
C -0.76587 -1.75795 -3.57065
H 1.77403 -0.46172 -1.29238
H 0.81676 -1.95953 -1.26650
H 1.92779 -1.61820 -2.63517
H -1.05646 -2.47972 -2.80765
H -0.03158 -2.18618 -4.25282
H -1.63963 -1.43065 -4.13014
C 3.63640 -4.58801 -1.27439
S 2.34497 -4.81951 -0.04628
O 1.76431 -3.47545 0.21948
C 3.44424 -5.17606 1.32671
H 3.15307 -4.30936 -2.20873
H 4.30551 -3.79219 -0.94768
H 4.18025 -5.52275 -1.40976
H 4.12534 -4.33736 1.46765
H 3.99263 -6.09576 1.12326
H 2.82524 -5.30421 2.21193
*
```

Results
Orbital gap, Ha: 0.351
HOMO level, eV: -9.206
LUMO, eV: 0.3

***

Molecular formula: C10H23N2
Method: DFT, ωB97M-V/def2-TZVPD

Structure (ORCA input):
```
! RIJCOSX wB97M-V def2-TZVPD def2/J DEFGRID3
* xyz 1 3
C 0.46963 0.57880 -3.79813
C 1.16332 0.30048 -2.43839
C -0.83235 1.96549 1.19154
C -2.81594 -1.44616 0.61121
C 0.01688 -1.27773 2.39053
C -0.06030 -2.17846 -0.01209
C 2.63497 1.44032 0.63432
C -1.76406 0.83231 0.86594
C 1.30563 1.11732 -1.41117
C -1.71341 -0.46107 0.88459
N -0.35516 -1.03112 0.98502
N 1.67322 0.60680 -0.13340
H 0.97681 0.01518 -4.59465
H 0.39098 1.57206 -4.14418
H 1.69422 -0.64973 -2.30534
H -1.34331 2.86672 1.46826
H -0.64204 2.23477 0.14607
H -0.01208 1.84990 1.82010
H -2.48601 -2.36088 -0.00115
H -3.58431 -1.02764 0.05321
H -3.32777 -1.77149 1.53263
H 1.08156 -1.69853 2.53731
H -0.28018 -0.35304 2.87879
H -0.65913 -2.08173 2.92504
H 1.01048 -2.36383 0.06471
H -0.59065 -3.10154 0.38428
H -0.26466 -1.88389 -0.99194
H 2.76564 0.98844 1.58583
H 3.52714 1.64002 0.08465
H 1.90651 2.27433 0.99852
H -2.70722 1.30340 0.64276
H -0.63155 0.28065 -3.78571
H 1.10872 2.23211 -1.41217
H 2.12637 -0.26798 -0.33582
H 0.21807 -0.14430 0.67886
*
```

Results
Orbital gap (alpha / beta), Ha: 0.208 / 0.312
⟨S²⟩: 2.0062
HOMO level (alpha / beta), eV: -8.015 / -13.396
LUMO (alpha / beta), eV: -2.4 / -4.9

***

Molecular formula: C10H23N6O3
Method: DFT, ωB97M-V/def2-TZVPD

Structure (ORCA input):
```
! RIJCOSX wB97M-V def2-TZVPD def2/J DEFGRID3
* xyz 1 1
O -1.92878 -1.27518 -1.17034
O -2.51281 -1.09479 2.30269
O 1.61943 2.94914 2.12248
C -2.86127 -0.49727 -1.09398
C -1.33698 -0.77454 2.36222
C 0.57708 2.33112 2.29387
C 1.54514 -2.27786 -3.59863
N -2.76089 0.60151 -1.90461
N 2.19730 -1.49728 -4.41573
N -0.44289 2.82560 3.00493
N 1.07629 -1.84824 -2.44004
N -0.94260 0.37536 1.81348
N 1.36179 -3.51433 -3.96700
C -0.33425 -1.66924 3.06155
C -0.44859 4.14666 3.63446
C 1.19058 -0.48718 -1.88200
C 1.07510 -0.49970 -0.35151
C 0.81785 0.91724 0.18622
C 0.42358 0.92825 1.67815
H -3.69536 -0.65443 -0.41574
H -3.59045 1.17769 -2.02449
H -2.09109 0.53361 -2.66298
H 2.54621 -1.84323 -5.29017
H 2.35366 -0.54301 -4.14590
H -1.24737 2.23431 3.13675
H 0.48634 -2.47908 -1.91720
H -1.69182 0.88360 1.36800
H 0.86041 -4.14492 -3.36481
H 1.71336 -3.84111 -4.84789
H -0.86018 -2.53037 3.47240
H 0.13881 -1.11975 3.87309
H 0.41481 -2.00945 2.35085
H -1.30611 4.24476 4.30221
H 0.46879 4.28819 4.21068
H -0.49906 4.92342 2.86871
H 0.38208 0.12134 -2.29261
H 2.14557 -0.03250 -2.15258
H 1.99891 -0.89024 0.07746
H 0.26615 -1.16085 -0.05342
H 1.73019 1.49764 0.03846
H 0.02030 1.39204 -0.38858
H 1.14079 0.31305 2.22155
*
```

Results
Orbital gap, Ha: 0.327
HOMO level, eV: -11.670
LUMO, eV: -2.8

***

Molecular formula: C10H23N6O3Pt
Method: DFT, ωB97M-V/def2-TZVPD

Structure (ORCA input):
```
! RIJCOSX wB97M-V def2-TZVPD def2/J DEFGRID3
* xyz 1 1
Pt 0.12653 0.05711 0.39232
C -3.57265 2.10806 0.60272
C -2.22716 2.15056 -0.10229
C -2.23052 3.13043 -1.26667
O -1.89922 0.81855 -0.59725
C -1.16455 2.62145 0.89872
O -1.28643 3.68538 1.44326
O -0.11648 1.84887 1.12078
H -4.35507 1.81952 -0.09957
H -3.79794 3.09050 1.01153
H -3.56155 1.38902 1.42315
H -3.03732 2.88975 -1.96297
H -1.27628 3.11075 -1.79843
H -2.38715 4.13982 -0.89382
H -1.98487 0.83998 -1.55815
C -0.57177 -1.98217 2.46341
N -0.40519 -2.53910 3.78001
C -0.75287 -1.52291 4.78235
N 0.10952 -0.34854 4.65896
C -0.05270 0.22945 3.35243
N 0.31679 -0.78187 2.26986
C 1.74265 -1.20513 2.53082
N 1.89080 -1.76347 3.84754
C 0.99765 -2.91900 3.97740
C 1.50178 -0.75683 4.84413
H -1.60120 -1.66088 2.30622
H -0.30708 -2.73329 1.71737
H -0.63325 -1.95419 5.77518
H -1.79391 -1.22596 4.65003
H 0.58030 1.10280 3.22627
H -1.09225 0.50867 3.19121
H 2.37840 -0.32948 2.40549
H 2.00730 -1.96653 1.79239
H 1.11137 -3.34405 4.97341
H 1.27553 -3.67662 3.24164
H 2.15179 0.11373 4.75277
H 1.62135 -1.18364 5.83890
N 1.93302 -1.38421 -1.25020
N 0.65885 -1.67245 -0.63920
H 2.12323 -2.04354 -1.99903
H 2.65770 -1.45877 -0.54720
H 0.65296 -2.56300 -0.14306
H 0.00323 -1.77511 -1.41035
*
```

Results
Orbital gap, Ha: 0.302
HOMO level, eV: -12.297
LUMO, eV: -4.1

***

Number 1: F_max 1.55 eV Å⁻¹. Number 2: F_max 0.52 eV Å⁻¹. Number 3: F_max 11.22 eV Å⁻¹. Number 4: F_max 2.43 eV Å⁻¹. Number 5: F_max 1.03 eV Å⁻¹.